Entry 1:
Below is a cluster of 11 separate species, C41H70N7O14P3S in total in a non-equilibrium geometry, with properties calculated with ωB97M-V/def2-TZVPD.

* ΔE to the lowest compared entry with this formula, charge and spin: 0.0 kcal/mol
* SMILES: COP(=O)(OC)OC.COP(=O)(OC)OC.COP(=O)(OC)OC.O=S1(=O)CCCC1.c1cc[nH]c1.c1cc[nH]c1.c1cc[nH]c1.c1cc[nH]c1.c1cc[nH]c1.c1cc[nH]c1.c1cc[nH]c1
* DFT total energy: -4463.3375 hartree

Geometry (Å):
C (-14.36575, 6.72258, -18.43223)
O (-13.25366, 5.86115, -18.20207)
P (-13.18652, 4.44233, -18.91906)
O (-12.67606, 4.48085, -20.27777)
O (-12.25796, 3.61505, -17.91147)
C (-11.17719, 4.24650, -17.19708)
O (-14.61787, 3.80843, -18.63557)
C (-15.04437, 3.27759, -17.33532)
H (-14.98174, 6.36442, -19.25638)
H (-14.08271, 7.75182, -18.65399)
H (-14.95518, 6.79478, -17.51516)
H (-10.72438, 5.11055, -17.67523)
H (-10.38329, 3.51366, -17.02862)
H (-11.53690, 4.45589, -16.18632)
H (-15.44166, 2.31288, -17.63801)
H (-15.70975, 4.03414, -16.92755)
H (-14.28707, 3.07844, -16.58291)
C (-13.17626, 0.04888, -16.60820)
O (-14.53595, -0.24544, -16.28528)
P (-15.22827, 0.12653, -14.91735)
O (-15.00204, -0.78308, -13.79632)
O (-16.72586, 0.24924, -15.41109)
C (-17.29190, -0.85616, -16.12246)
O (-14.63638, 1.58498, -14.68882)
C (-14.94575, 2.26440, -13.46411)
H (-12.60011, -0.88000, -16.58207)
H (-12.75685, 0.73974, -15.88481)
H (-13.10859, 0.40466, -17.63162)
H (-16.84490, -1.83767, -16.00151)
H (-17.32751, -0.56812, -17.17571)
H (-18.34430, -0.90436, -15.83882)
H (-14.11412, 2.32447, -12.77327)
H (-15.87051, 1.90778, -13.01039)
H (-15.19549, 3.29914, -13.72798)
C (-12.44574, -2.67989, -12.81338)
O (-11.31050, -1.93546, -12.37831)
P (-11.40714, -0.95431, -11.12639)
O (-12.60154, -1.10193, -10.31399)
O (-11.13808, 0.48508, -11.73559)
C (-11.78136, 0.84618, -12.94729)
O (-10.00840, -1.17765, -10.42579)
C (-9.73150, -2.45814, -9.89441)
H (-13.02575, -2.16212, -13.57592)
H (-13.14432, -2.84676, -11.98747)
H (-12.15807, -3.67990, -13.13437)
H (-12.69587, 0.31733, -13.23596)
H (-11.12042, 0.79390, -13.80129)
H (-12.07162, 1.89161, -12.84080)
H (-9.67980, -2.38124, -8.80082)
H (-8.71624, -2.82287, -10.07512)
H (-10.47260, -3.20403, -10.16874)
O (-6.41320, 0.24608, -20.09461)
S (-6.43178, -0.97297, -20.88388)
O (-5.28273, -1.47364, -21.58813)
C (-7.36659, -2.28336, -20.02697)
C (-7.87456, -3.14700, -21.16533)
C (-8.24892, -2.24771, -22.34870)
C (-7.79898, -0.80564, -22.04369)
H (-8.15887, -1.78842, -19.46773)
H (-6.68560, -2.80729, -19.35546)
H (-7.08173, -3.82634, -21.49312)
H (-8.64143, -3.85259, -20.84712)
H (-9.27580, -2.37416, -22.69263)
H (-7.69797, -2.48176, -23.26850)
H (-8.64150, -0.43120, -21.45387)
H (-7.63844, -0.21552, -22.93778)
C (-8.31795, 3.53691, -14.22664)
C (-8.61149, 4.77438, -14.84951)
C (-9.04241, 5.66924, -13.90941)
N (-9.15687, 4.95439, -12.72721)
C (-8.80434, 3.63826, -12.94250)
H (-7.99254, 2.67085, -14.78097)
H (-8.40256, 4.90242, -15.90502)
H (-9.21766, 6.72824, -13.96614)
H (-9.20650, 5.35324, -11.81019)
H (-8.80341, 2.90854, -12.14835)
C (-9.66224, -3.51239, -17.76995)
C (-10.28605, -3.38074, -16.48723)
C (-11.63394, -3.49560, -16.66002)
N (-11.86555, -3.45641, -18.01715)
C (-10.67349, -3.52771, -18.68140)
H (-8.59743, -3.45494, -17.89854)
H (-9.69086, -3.09019, -15.63794)
H (-12.45653, -3.44057, -15.96827)
H (-12.78635, -3.48246, -18.40929)
H (-10.75674, -3.63611, -19.75292)
C (-5.66540, -3.88306, -16.64276)
C (-5.00675, -2.94321, -15.83160)
C (-5.74113, -2.80692, -14.68865)
N (-6.77730, -3.69694, -14.74837)
C (-6.76130, -4.35980, -15.96629)
H (-5.34341, -4.30309, -17.58474)
H (-4.05297, -2.46900, -15.99640)
H (-5.58914, -2.21071, -13.80592)
H (-7.57202, -3.72359, -14.13543)
H (-7.55932, -5.02448, -16.24081)
C (-9.42137, 0.86239, -16.36522)
C (-8.99131, -0.35158, -15.76691)
C (-7.85762, -0.73124, -16.44418)
N (-7.70538, 0.11239, -17.51605)
C (-8.67416, 1.07472, -17.49485)
H (-10.29057, 1.44194, -16.09490)
H (-9.36659, -0.79723, -14.86157)
H (-7.17610, -1.56670, -16.42020)
H (-6.92969, 0.04857, -18.15176)
H (-8.77460, 1.87153, -18.21256)
C (-4.43432, 4.71496, -18.25701)
C (-5.20484, 4.32926, -17.11855)
C (-5.51940, 3.01113, -17.26694)
N (-5.04646, 2.60619, -18.49027)
C (-4.37212, 3.62741, -19.08267)
H (-4.16817, 5.73518, -18.47519)
H (-5.47404, 5.09228, -16.40658)
H (-5.97407, 2.30055, -16.59796)
H (-5.13822, 1.65106, -18.79115)
H (-3.81088, 3.45856, -19.98750)
C (-9.63939, 6.19331, -20.06367)
C (-8.55228, 7.07017, -19.76072)
C (-7.42227, 6.32823, -19.62704)
N (-7.77770, 5.00939, -19.71024)
C (-9.12740, 4.93681, -19.89044)
H (-10.67969, 6.41644, -20.22428)
H (-8.62491, 8.14424, -19.82692)
H (-6.38724, 6.60878, -19.55038)
H (-7.11090, 4.25867, -19.72617)
H (-9.55897, 3.95048, -19.89195)
C (-11.04913, -0.02285, -21.08124)
C (-11.19677, 0.94418, -22.09796)
C (-11.04617, 2.17683, -21.47977)
N (-11.18251, 1.95055, -20.13199)
C (-11.09122, 0.61306, -19.85967)
H (-10.95125, -1.08160, -21.28325)
H (-11.25382, 0.76432, -23.15954)
H (-11.17042, 3.15210, -21.91554)
H (-11.20104, 2.70541, -19.45413)
H (-11.11943, 0.19161, -18.87358)

Entry 2:
Below is a cluster of 8 separate species, C41H71BN5O24S2 in total in a non-equilibrium geometry, with properties calculated with ωB97M-V/def2-TZVPD.

* charge: +1
* ΔE to the lowest compared entry with this formula, charge and spin: 56.2 kcal/mol
* DFT total energy: -4505.5336 hartree

Geometry (Å):
C (-3.73558, -2.30997, -1.83332)
C (-3.91964, -2.35385, -0.28696)
N (-2.97088, -3.22636, 0.42585)
C (-2.99957, -2.89593, 1.86515)
C (-1.97325, -3.69794, 2.70748)
C (-1.64740, -3.06062, -0.00131)
S (-0.86287, -1.63220, -0.17900)
S (-0.76676, -4.59651, -0.34456)
C (0.95806, -4.33541, 0.16459)
C (1.14585, -4.29463, 1.70752)
C (1.55171, -2.91946, 2.35522)
N (3.00918, -2.72463, 2.42289)
C (3.63963, -2.49477, 1.12209)
C (3.17156, -1.18267, 0.42954)
C (4.34602, -0.70505, -0.49257)
C (3.85736, -0.16882, -1.83180)
O (3.74344, 0.94992, -2.01365)
O (3.59576, -1.01669, -2.85331)
C (3.37975, -1.85235, 3.31985)
N (4.33904, -0.91026, 3.12418)
N (2.82005, -1.88501, 4.59380)
B (1.85436, -0.75488, 4.78773)
N (2.26708, 0.63901, 5.00734)
O (0.47528, -1.00642, 4.80232)
H (-3.39755, -1.30395, -2.10784)
H (-3.12115, -3.11552, -2.24761)
H (-4.75882, -2.41561, -2.27478)
H (-3.97176, -1.33161, 0.11557)
H (-4.91616, -2.78768, -0.12095)
H (-2.81475, -1.81946, 2.03423)
H (-3.98838, -3.17287, 2.22665)
H (-2.34039, -3.82969, 3.73404)
H (-1.89495, -4.69774, 2.26663)
H (-1.00112, -3.19004, 2.79372)
H (1.36340, -3.48352, -0.38954)
H (1.51392, -5.21628, -0.19227)
H (0.27466, -4.66611, 2.24664)
H (1.97901, -4.97709, 1.94236)
H (1.03523, -2.08211, 1.86177)
H (1.12656, -2.97080, 3.37037)
H (3.54540, -3.37623, 0.47571)
H (4.72156, -2.39079, 1.27786)
H (2.93185, -0.44302, 1.20180)
H (2.28076, -1.27625, -0.20340)
H (4.89671, 0.05859, 0.06087)
H (4.97123, -1.59077, -0.68328)
H (3.27224, -1.84545, -2.49344)
H (5.29634, -1.21547, 3.12156)
H (4.11553, 0.05575, 2.99012)
H (3.61044, -1.67645, 5.21202)
H (2.12785, 0.83917, 5.99232)
H (1.63908, 1.23677, 4.48685)
H (0.15151, -1.13368, 3.90839)
C (-7.34600, 3.89741, 0.14108)
C (-7.85478, 3.19288, 1.37580)
C (-7.05620, 3.49167, 2.61506)
O (-7.25036, 2.29725, 3.38928)
C (-7.46133, 1.29439, 2.51440)
O (-7.44190, 0.15074, 2.80133)
O (-7.69718, 1.76600, 1.26611)
H (-7.96559, 3.64972, -0.72115)
H (-7.35240, 4.97879, 0.27578)
H (-6.33185, 3.57513, -0.09902)
H (-8.91825, 3.40447, 1.52105)
H (-7.42266, 4.36456, 3.15091)
H (-5.98423, 3.62039, 2.42479)
C (-0.24234, 4.29345, 5.53213)
C (-1.21024, 3.43738, 4.74965)
C (-0.79422, 3.20844, 3.32173)
O (-2.06282, 3.02190, 2.66515)
C (-2.97448, 3.72646, 3.38999)
O (-4.06524, 3.99374, 3.03304)
O (-2.46436, 4.10496, 4.58583)
H (-0.58970, 4.41972, 6.55782)
H (0.75226, 3.84487, 5.55366)
H (-0.17160, 5.29177, 5.10026)
H (-1.39022, 2.49222, 5.27542)
H (-0.15756, 2.33071, 3.20443)
H (-0.30204, 4.06644, 2.87811)
C (2.61259, 3.53414, -2.77000)
C (1.27885, 3.84474, -2.12390)
C (0.90919, 5.29652, -2.23564)
O (0.09070, 5.49251, -1.07827)
C (0.49671, 4.59966, -0.14932)
O (0.18233, 4.65473, 0.98910)
O (1.31926, 3.66001, -0.69164)
H (2.86096, 2.46771, -2.68111)
H (2.60815, 3.79816, -3.82611)
H (3.41820, 4.07757, -2.27306)
H (0.49396, 3.19316, -2.52222)
H (0.35862, 5.52192, -3.14598)
H (1.76983, 5.96556, -2.16467)
C (3.85309, -2.81898, 10.50101)
C (4.00513, -1.84546, 9.35735)
C (3.40656, -2.33373, 8.06443)
O (4.22117, -1.66031, 7.08643)
C (5.44340, -1.45593, 7.66800)
O (6.40145, -1.13263, 7.07885)
O (5.39116, -1.68012, 8.99691)
H (4.29552, -2.40982, 11.40828)
H (2.80306, -3.03824, 10.69369)
H (4.37789, -3.75122, 10.28919)
H (3.60864, -0.86583, 9.63868)
H (2.35814, -2.06036, 7.95697)
H (3.50957, -3.41132, 7.91811)
C (-6.14359, -4.40608, -7.39326)
C (-5.64107, -3.47749, -6.31476)
C (-5.22838, -4.18404, -5.05645)
O (-5.46419, -3.18414, -4.04862)
C (-6.46710, -2.39085, -4.52544)
O (-7.05842, -1.61417, -3.87134)
O (-6.69523, -2.62028, -5.84048)
H (-6.41921, -3.84062, -8.28236)
H (-5.38372, -5.13681, -7.66767)
H (-7.04199, -4.93171, -7.06448)
H (-4.84076, -2.85113, -6.70535)
H (-4.18351, -4.48827, -5.07166)
H (-5.84966, -5.05319, -4.82460)
C (-0.01669, -0.18142, -8.13085)
C (-1.41304, -0.67521, -7.85644)
C (-1.49131, -1.67986, -6.73780)
O (-2.63897, -2.45070, -7.10862)
C (-2.72800, -2.38816, -8.46690)
O (-3.41824, -3.08234, -9.11265)
O (-1.91745, -1.42998, -8.96742)
H (-0.02195, 0.54606, -8.93956)
H (0.41410, 0.28382, -7.24848)
H (0.62856, -1.00068, -8.45132)
H (-2.08806, 0.16862, -7.68424)
H (-1.63118, -1.21389, -5.76386)
H (-0.62668, -2.34744, -6.69198)
C (7.77564, 5.20724, -3.35477)
C (6.87605, 4.33695, -4.20015)
C (7.29930, 4.25405, -5.64105)
O (6.05630, 4.01525, -6.30742)
C (5.08471, 4.57303, -5.54654)
O (3.97512, 4.75069, -5.90866)
O (5.56060, 4.90753, -4.30955)
H (7.42749, 5.22359, -2.32187)
H (8.80265, 4.84274, -3.37039)
H (7.75944, 6.23909, -3.70703)
H (6.77907, 3.34367, -3.75164)
H (8.00178, 3.44454, -5.82574)
H (7.72228, 5.18710, -6.02173)

The records above give, respectively, gap between HOMO and LUMO values of 8.3, 6.9 eV.